[1]
Molecular formula: C40H34BrMnN4O6STe
Method: DFT, ωB97M-V/def2-TZVPD

```
88
Properties=species:S:1:pos:R:3:forces:R:3
Mn -1.12307 0.91028 -1.20939 -0.7971 0.8574 -0.9860
C 3.08344 -0.15332 4.42949 -0.0577 -0.0025 -0.1291
C 1.98616 -0.06335 3.39676 0.2556 -0.0240 0.2830
C 0.65333 -0.20146 3.73921 -0.2515 -0.1390 -0.2373
C -0.36269 -0.15252 2.78960 0.3376 0.1552 -0.1678
C -1.73135 -0.36871 3.31569 0.1253 0.0900 0.2049
O -2.01226 0.01146 4.44144 -0.0647 0.0693 -0.0281
C -2.74066 -1.17698 2.57331 -0.3596 -0.2617 -0.1619
C -4.07388 -1.06086 2.96894 0.1249 0.1643 0.0322
C -5.05650 -1.85490 2.40716 -0.0751 0.0132 -0.0201
C -4.71398 -2.79775 1.44899 0.0705 0.0000 -0.0223
C -3.38803 -2.93049 1.06194 -0.0823 -0.1042 -0.0725
C -2.40370 -2.12753 1.61232 0.1355 0.2198 0.1220
C -0.05758 0.18129 1.43383 -0.0753 0.2826 -0.2461
O -0.98575 0.47838 0.59188 0.1462 -0.9678 2.9412
C 1.32945 0.26414 1.06248 -0.2630 -0.1604 0.7283
C 2.29973 0.13400 2.06607 -0.2365 0.0721 -0.2518
C 1.76267 0.45367 -0.31259 -0.0561 0.1781 -0.7606
N 0.97028 0.65041 -1.32095 1.6178 0.1887 0.4918
C 1.56623 0.72613 -2.66536 -0.0265 0.0750 -0.2682
C 2.29152 2.02708 -3.05102 -0.3187 -0.0948 0.2468
Te 1.25710 3.91836 -2.79322 0.1055 -0.3088 0.2724
C 2.12854 4.34705 -0.88774 -0.1230 0.0000 -0.3904
C 3.38427 4.94224 -0.79896 -0.0021 0.0029 -0.0018
C 3.96552 5.17082 0.44184 0.0468 -0.0132 -0.0299
C 3.29807 4.80024 1.60182 0.0184 -0.0143 0.0440
C 2.03137 4.23975 1.51914 -0.0190 -0.0316 0.0395
C 1.44486 4.02352 0.27859 -0.1244 0.0313 0.0378
C 3.24862 0.38513 -0.51278 0.2544 0.0086 -0.0219
C 3.86851 -0.79277 -0.91488 -0.0893 -0.0180 0.0313
C 5.24541 -0.83474 -1.08223 0.0509 -0.0185 -0.0256
C 6.01488 0.29547 -0.84699 -0.0076 0.0037 -0.0071
C 5.40187 1.46532 -0.41990 0.0322 0.0353 0.0075
C 4.02738 1.50924 -0.24744 -0.0598 -0.0367 0.0350
H 2.66866 -0.21837 5.43499 0.0152 0.0013 0.0170
H 3.73237 0.72340 4.38197 0.0296 -0.0093 0.0557
H 3.70669 -1.03448 4.25969 0.0315 0.0040 0.0613
H 0.35697 -0.37549 4.76729 0.0620 0.0053 0.0213
H -4.31322 -0.33176 3.73245 -0.0199 -0.0206 -0.0094
H -6.08765 -1.74366 2.71947 0.0066 0.0104 -0.0108
H -5.47250 -3.43187 1.00609 -0.0042 0.0228 -0.0023
H -3.12428 -3.67423 0.32460 0.0801 -0.0770 -0.1301
H -1.37164 -2.24808 1.30658 0.0384 0.0694 -0.0769
H 3.34397 0.21780 1.79578 -0.0025 -0.0472 0.0478
H 0.75329 0.53921 -3.36499 -0.0156 0.0964 0.0023
H 2.29585 -0.08001 -2.78890 -0.0499 -0.0223 -0.0241
H 2.54234 1.96758 -4.10971 -0.0204 0.0423 -0.0040
H 3.21652 2.12759 -2.49129 0.0682 0.1143 -0.0636
H 3.90739 5.22387 -1.70443 0.0112 -0.0121 0.0066
H 4.94135 5.63900 0.49897 0.0049 -0.0312 0.0150
H 3.76236 4.94915 2.56936 -0.0133 0.0424 -0.0137
H 1.49227 3.96292 2.41788 0.0333 -0.0003 -0.0216
H 0.44409 3.61751 0.22155 -0.0783 -0.1360 -0.0440
H 3.26663 -1.67742 -1.08907 0.0021 0.0024 -0.0123
H 5.72062 -1.75647 -1.39495 -0.0173 0.0014 -0.0190
H 7.08733 0.26412 -0.99350 0.0034 -0.0082 0.0274
H 5.99400 2.34912 -0.21644 -0.0100 0.0099 -0.0027
H 3.54737 2.41400 0.10945 0.0751 -0.0740 -0.0436
O -2.48015 2.42472 -4.64854 0.0483 -0.0976 0.0626
C -2.21943 2.17067 -3.48759 -0.2470 0.4514 0.5350
O -1.44126 1.22874 -3.05941 0.0139 -0.0747 -2.1538
C -2.82736 3.01301 -2.26670 0.2520 -0.2399 -0.6033
O -3.77784 3.75906 -2.45599 0.0585 -0.0417 0.1618
O -2.21464 2.76926 -1.16806 -0.0273 0.2076 0.4028
Br -3.22618 -1.31049 -3.50559 0.0302 -0.1099 -0.1288
C -4.07464 -0.26337 -2.16603 0.4201 -0.0928 0.3392
C -5.41072 0.02862 -2.34521 -0.2707 0.0942 -0.0359
C -6.04355 0.76825 -1.35918 0.3077 -0.0858 0.0052
C -5.30583 1.14745 -0.24947 -0.3911 0.0551 0.0069
C -3.97559 0.79857 -0.17501 0.3663 -0.0905 0.0402
N -3.33568 0.10302 -1.12777 -0.9947 -0.3207 -0.2667
H -5.92833 -0.30221 -3.23293 0.0281 0.0109 -0.0139
H -7.08401 1.04332 -1.46367 -0.0129 0.0120 0.0010
H -5.76034 1.72239 0.54507 0.0792 0.0204 0.0148
H -3.35961 1.09171 0.66165 0.0221 0.0433 0.0452
C 0.76861 -5.23462 0.39295 0.0592 -0.0100 0.1231
N -0.23606 -5.03342 -0.62212 -0.1917 0.0944 -0.2448
C -1.21453 -5.94195 -0.99410 -0.0128 -0.0937 0.0463
C -1.93785 -5.37793 -1.97812 -0.0890 0.0022 -0.0009
N -1.39816 -4.12725 -2.20327 -0.0510 -0.1494 0.0313
C -0.35342 -3.89380 -1.36946 0.1197 -0.1277 0.0760
S 0.57736 -2.51759 -1.28087 0.0092 0.1724 -0.0076
H 1.18124 -6.23956 0.30954 -0.0150 0.0024 -0.0118
H 0.35174 -5.09282 1.39133 -0.0082 0.0148 -0.0142
H 1.55152 -4.49647 0.23300 -0.0005 -0.0054 0.0125
H -1.30758 -6.90429 -0.52316 0.0083 0.0110 -0.0071
H -2.78553 -5.74902 -2.52476 0.0140 0.0100 0.0014
H -1.75277 -3.42603 -2.83651 0.0130 0.1013 0.1183
```
Forces are in eV/Å.

Computed properties:
⟨S²⟩ = 8.756
Total charge = -1
Kohn-Sham gap (alpha / beta) = 5.8 / 6.8 eV
Maximum force = 3.1 eV/A
LUMO energy (alpha / beta) = 2.09 / 2.09 eV
Spin multiplicity = 6

=====

[2]
Molecular formula: C40H34CaIN3PSb
Method: DFT, ωB97M-V/def2-TZVPD

```
81
Properties=species:S:1:pos:R:3:forces:R:3
Ca -0.39026 0.11450 1.24211 0.6591 0.2163 0.1897
C 1.28027 -3.15822 2.14208 0.0886 -0.0364 0.0520
C -0.10753 -3.29090 1.59951 0.0398 -0.0281 -0.1880
C -0.72266 -4.53104 1.46166 0.0216 0.0304 0.0164
C -2.03285 -4.59260 1.03443 -0.0194 0.0083 0.0005
C -2.72635 -3.41000 0.79710 0.1083 0.0324 -0.0700
C -2.05937 -2.20476 0.96339 -0.1442 -0.0067 -0.2801
N -0.75972 -2.16016 1.29850 -0.3804 -0.2779 0.3519
Sb -3.57918 -0.58592 1.06135 -0.0653 -0.0571 0.2412
C -3.05647 -0.38034 3.15859 0.1012 0.0174 -0.0372
C -3.94110 -0.55695 4.20380 -0.0430 -0.0173 -0.0066
C -3.47762 -0.37177 5.50206 0.0068 -0.0022 0.0121
C -2.15767 -0.01678 5.70567 0.0360 0.0049 -0.0545
C -1.32172 0.14503 4.60553 -0.0138 -0.0260 0.0540
C 0.11959 0.53826 4.74186 0.0408 0.0277 0.0094
N -1.77080 -0.03835 3.35895 -0.0077 0.0382 -0.1319
C -2.87606 1.49596 0.81678 -0.2979 -0.0443 -0.1596
C -4.00618 2.30051 0.83170 0.0982 0.0873 -0.0573
C -3.84238 3.68031 0.81769 -0.0172 -0.0263 -0.0004
C -2.56701 4.20407 0.76274 0.0509 -0.0313 -0.0260
C -1.47698 3.34202 0.72809 0.0106 0.0375 -0.0535
C -0.07482 3.86068 0.66348 0.0680 0.0202 -0.0056
N -1.64114 2.01115 0.76342 -0.3295 0.0980 0.1385
H 1.83709 -4.08852 2.04992 0.0045 0.0081 -0.0208
H 1.23183 -2.91167 3.20632 -0.0080 -0.0182 -0.0023
H 1.84011 -2.36352 1.64921 -0.0236 0.0279 -0.0416
H -0.17326 -5.43178 1.69718 0.0134 0.0020 -0.0004
H -2.52312 -5.54897 0.90899 -0.0144 0.0028 -0.0082
H -3.76532 -3.43903 0.49491 -0.0074 0.0080 0.0054
H -4.97113 -0.83128 4.01960 0.0038 -0.0038 -0.0067
H -4.14436 -0.50393 6.34376 -0.0046 0.0039 0.0074
H -1.76888 0.13701 6.70238 -0.0076 -0.0005 0.0111
H 0.42358 0.62965 5.78204 -0.0172 -0.0032 0.0009
H 0.29320 1.50667 4.26265 0.0098 -0.0068 0.0035
H 0.76999 -0.20776 4.27437 -0.0117 -0.0006 -0.0012
H -5.00214 1.87469 0.84932 0.0017 -0.0146 -0.0013
H -4.70501 4.33318 0.83947 -0.0054 0.0025 0.0019
H -2.40352 5.27258 0.73915 0.0028 0.0071 0.0003
H -0.02477 4.78045 0.08268 -0.0041 0.0072 0.0057
H 0.59186 3.12615 0.21130 -0.0106 0.0088 -0.0061
H 0.30139 4.08765 1.66396 -0.0122 -0.0025 0.0079
I 2.61042 0.95150 1.63217 -0.0245 0.0203 -0.0349
C 3.91261 0.77450 -0.03576 0.1974 -0.0231 -0.0989
C 5.20253 0.67693 0.41901 -0.0881 -0.0069 0.0248
C 6.29654 0.81338 -0.45185 -0.0212 0.0045 -0.0109
C 6.05732 1.12511 -1.75143 -0.0143 -0.0168 0.0028
C 4.73522 1.21503 -2.25022 0.0680 0.0222 -0.0483
C 4.57246 1.55899 -3.61418 -0.0498 -0.0005 0.0073
C 3.33821 1.63105 -4.18127 0.0620 -0.0054 0.0366
C 2.22753 1.26642 -3.40765 -0.0261 0.0103 -0.0220
C 2.32028 0.92465 -2.07767 0.0245 0.0768 -0.0228
P 0.86592 0.04950 -1.40730 0.0670 -0.1345 0.1787
C 0.95442 -1.54881 -2.26811 -0.0017 -0.0194 -0.0816
C 1.51832 -2.62433 -1.59099 0.0291 -0.0396 0.0081
C 1.67835 -3.85107 -2.22132 -0.0024 0.0157 0.0008
C 1.26181 -4.00868 -3.53339 0.0028 -0.0289 -0.0006
C 0.69154 -2.94077 -4.21644 -0.0020 -0.0076 -0.0009
C 0.54360 -1.71501 -3.59100 -0.0049 -0.0002 0.0007
C -0.61386 0.83815 -2.11656 -0.0155 0.0535 -0.0523
C -0.69957 2.20509 -2.37269 -0.0218 -0.0498 0.0140
C -1.91399 2.77606 -2.72874 0.0119 0.0142 0.0043
C -3.05338 1.99190 -2.83627 -0.0175 0.0004 -0.0045
C -2.97480 0.62615 -2.59780 -0.0300 -0.0232 0.0201
C -1.76613 0.05226 -2.23238 0.0091 -0.0001 0.0068
C 3.59891 0.96743 -1.41981 -0.0912 0.0166 0.0485
H 5.39707 0.53232 1.47265 -0.0034 0.0061 0.0105
H 7.30244 0.72453 -0.06764 0.0034 -0.0089 0.0108
H 6.87466 1.30470 -2.43741 0.0065 0.0034 -0.0020
H 5.46236 1.76333 -4.19534 0.0044 -0.0002 -0.0081
H 3.21427 1.90266 -5.21995 -0.0108 0.0086 -0.0055
H 1.26552 1.21215 -3.90163 -0.0089 -0.0038 0.0164
H 1.85586 -2.49928 -0.57008 0.0143 0.0111 0.0506
H 2.13211 -4.67768 -1.69079 0.0012 -0.0085 -0.0007
H 1.38389 -4.96227 -4.02902 -0.0036 -0.0067 -0.0037
H 0.36655 -3.06524 -5.24047 0.0028 0.0013 -0.0124
H 0.09599 -0.89040 -4.13258 0.0128 -0.0138 -0.0095
H 0.18390 2.82773 -2.30464 0.0140 0.0037 0.0059
H -1.96625 3.83641 -2.93969 0.0022 0.0062 0.0019
H -3.99407 2.43827 -3.12971 -0.0049 0.0044 -0.0035
H -3.85265 0.00275 -2.71767 0.0035 0.0059 0.0011
H -1.70543 -1.02169 -2.08211 -0.0148 0.0198 0.0220
```
Forces are in eV/Å.

Computed properties:
Energy relative to the best compared isomer or geometry (same formula, charge and spin) = 52.9 kJ/mol
Total charge = +2
Kohn-Sham gap = 7.8 eV
Maximum force = 0.7 eV/A
LUMO energy = -5.22 eV